Entry 1:
{
  "formula": "C17H33BN3O6S3",
  "method": "ωB97M-V/def2-TZVPD",
  "species": ["C", "N", "C", "B", "O", "S", "O", "C", "C", "C", "S", "C", "S", "N", "C", "C", "N", "C", "H", "H", "H", "H", "H", "H", "H", "H", "H", "H", "H", "H", "H", "H", "H", "H", "H", "O", "C", "O", "C", "C", "C", "H", "H", "H", "H", "H", "H", "H", "H", "O", "C", "O", "C", "C", "C", "H", "H", "H", "H", "H", "H", "H", "H"],
  "positions_angstrom": [[0.3177, -4.5870, 0.7154], [0.8995, -3.2084, 0.4031], [0.1084, -2.2793, 1.3178], [0.6530, -2.9142, -1.0248], [0.1932, -4.0182, -1.8559], [0.8307, -1.2472, -1.8755], [1.8379, -1.5625, -3.2156], [1.7944, -0.0202, -0.8766], [0.9251, 0.7798, 0.2179], [1.0227, 2.3940, 0.0907], [-0.4551, 3.0503, 1.0647], [-1.8475, 2.8690, -0.1322], [-2.4487, 4.2756, -0.8389], [-2.5037, 1.6005, -0.5015], [-3.3567, 0.7334, 0.3277], [-3.7952, -0.4256, -0.6100], [-3.2136, -0.2500, -1.9489], [-2.4574, 0.9728, -1.8263], [0.3705, -4.8075, 1.8504], [-0.7993, -4.5126, 0.4675], [0.8656, -5.4324, 0.1830], [-0.5010, -2.8348, 2.1045], [0.8174, -1.5505, 1.8455], [-0.6192, -1.6920, 0.6427], [-0.3394, -3.6733, -2.6090], [1.2846, -1.6235, -4.0313], [2.1995, 0.7729, -1.6179], [2.7026, -0.4969, -0.3721], [1.3098, 0.5236, 1.2684], [-0.1947, 0.4957, 0.2146], [0.9076, 2.7617, -0.9935], [1.9879, 2.8015, 0.5799], [-3.6091, 0.9309, 1.4182], [-4.4958, -1.2682, -0.2972], [-1.8598, 1.5142, -2.6275], [2.7748, -7.2537, 0.3648], [3.4098, -6.9002, -0.6046], [4.6325, -6.3611, -0.4495], [5.5377, -6.0842, -1.5277], [5.2495, -4.7304, -2.1450], [2.8114, -6.9700, -1.9815], [5.5312, -6.8919, -2.2640], [6.5393, -6.0740, -1.0915], [4.2484, -4.6912, -2.5799], [5.9763, -4.5010, -2.9273], [5.2942, -3.9476, -1.3827], [2.1936, -6.0850, -2.1501], [2.1846, -7.8621, -2.0409], [3.5470, -7.0608, -2.7781], [-2.3244, 5.1177, 2.5641], [-2.6755, 6.2757, 2.6448], [-3.8677, 6.5811, 3.1838], [-4.2981, 7.9147, 3.4963], [-4.9105, 8.5865, 2.2839], [-1.8329, 7.3755, 2.0642], [-3.4839, 8.4982, 3.9338], [-5.0585, 7.8163, 4.2746], [-4.1872, 8.6905, 1.4729], [-5.2863, 9.5789, 2.5422], [-5.7381, 7.9875, 1.8946], [-2.0397, 7.4598, 0.9953], [-0.7815, 7.1176, 2.2074], [-1.9777, 8.3416, 2.5430]],
  "forces_ev_per_a": [[-0.2, -0.8, 0.7], [-2.4, -0.2, -1.2], [0.3, 1.7, -0.2], [0.1, -4.3, 1.4], [0.5, 3.5, 0.6], [0.7, 1.3, -1.4], [-1.1, 0.0, 1.3], [1.5, 1.3, 0.6], [-0.4, 0.2, 0.5], [-0.5, -1.0, -0.4], [0.0, -0.4, -0.9], [-1.0, 1.8, -1.5], [1.0, -2.5, 1.2], [-1.2, -3.2, -0.5], [0.0, -2.3, -3.5], [2.3, 4.1, 1.0], [1.5, 4.2, 4.1], [-1.7, -1.6, 1.5], [0.3, 0.6, -1.9], [1.6, -0.7, 0.2], [-0.9, 1.3, 0.6], [1.0, 0.6, -1.3], [-1.1, -1.1, -0.7], [0.7, -0.6, 1.5], [0.6, -0.6, 0.4], [0.2, 0.2, 0.8], [-0.8, -1.6, 0.8], [-1.4, 0.3, -0.9], [-0.6, 0.2, -1.7], [1.9, 0.4, -0.2], [0.4, -0.6, 1.6], [-1.7, -0.6, -0.8], [0.5, -0.1, -1.9], [1.2, 1.4, -0.8], [-1.1, -1.0, 1.1], [0.6, 0.4, -0.5], [-0.6, -0.1, 0.4], [0.2, -0.2, 0.4], [0.0, 0.1, -0.2], [-0.2, 0.1, 0.0], [0.1, -0.5, -0.4], [-0.1, 0.1, 0.1], [-0.2, -0.1, 0.2], [0.1, -0.1, -0.1], [0.0, 0.0, 0.1], [0.1, -0.1, 0.0], [0.0, -0.1, 0.0], [-0.1, 0.2, 0.2], [0.0, 0.2, 0.0], [-0.5, 0.6, 0.2], [0.2, -0.4, -0.3], [0.0, -0.5, 0.3], [-0.1, 0.3, -0.2], [0.0, 0.0, -0.2], [0.5, 0.3, 0.4], [0.0, -0.1, -0.1], [0.2, -0.3, -0.1], [0.0, 0.1, 0.1], [0.0, -0.1, 0.0], [0.0, 0.1, 0.1], [0.0, 0.0, 0.1], [-0.2, -0.1, -0.2], [-0.2, 0.0, -0.2]],
  "mulliken_charge": [-0.836, -0.072, -0.495, 0.630, -0.568, 0.378, -0.478, -0.651, 0.249, -0.879, 0.016, -0.124, -0.051, 0.313, -0.097, -0.447, -0.548, -0.130, 0.340, 0.396, 0.056, 0.372, 0.129, 0.099, 0.282, 0.376, 0.519, 0.404, 0.222, -0.270, 0.398, 0.399, 0.369, 0.338, 0.365, -0.574, 0.793, -0.364, -0.420, -0.839, -0.833, 0.347, 0.319, 0.191, 0.383, 0.268, 0.071, 0.319, 0.354, -0.518, 0.642, -0.352, -0.406, -0.939, -0.901, 0.360, 0.296, 0.269, 0.348, 0.299, 0.235, 0.295, 0.356],
  "lumo_energy_ev": -4.606,
  "e_tot_ha": -2502.29272,
  "homo_ev": -11.1310,
  "orbital_gap_ev": 6.525,
  "total_charge": 1
}

---

Entry 2:
{
  "formula": "C17H33Br2F3N2O6P3Y",
  "method": "ωB97M-V/def2-TZVPD",
  "species": ["Y", "N", "C", "C", "P", "O", "O", "O", "P", "O", "O", "O", "H", "H", "H", "H", "H", "H", "H", "H", "F", "C", "F", "F", "C", "C", "C", "P", "C", "C", "C", "C", "C", "C", "H", "H", "H", "H", "H", "H", "H", "H", "H", "H", "H", "H", "H", "H", "H", "H", "H", "H", "H", "H", "H", "Br", "C", "C", "C", "N", "C", "C", "H", "H", "H", "H", "Br"],
  "positions_angstrom": [[-0.3292, -0.5978, -1.4510], [3.2737, 2.5425, -3.4541], [2.4233, 1.3232, -3.2038], [2.5895, 0.3653, -4.3725], [2.9988, 0.6578, -1.5634], [4.0462, -0.4848, -1.9043], [3.6411, 1.8218, -0.9143], [1.7795, -0.0313, -0.9781], [0.6923, 1.9492, -3.1397], [0.3727, 2.3344, -1.5942], [0.6527, 3.1507, -3.9993], [-0.1509, 0.6993, -3.2789], [4.0676, 2.3115, -4.0493], [3.6285, 2.8488, -2.5116], [2.6755, 3.2570, -3.9049], [3.6379, 0.0700, -4.4624], [2.2452, 0.8057, -5.3105], [2.0063, -0.5364, -4.1979], [3.5738, -1.3371, -1.9959], [0.5366, 3.2583, -1.3691], [0.5446, -3.8125, -1.9714], [0.8839, -2.5366, -2.2871], [2.3112, -2.5902, -2.1817], [0.7191, -2.4542, -3.6573], [-1.9164, -2.7706, 1.6406], [-1.4115, -1.6457, 2.5492], [-1.0668, -2.2218, 3.9209], [-0.1306, -0.6259, 1.6742], [1.5553, -1.3247, 1.9513], [2.1560, -1.2442, 3.3513], [1.6507, -2.7384, 1.3900], [-0.0698, 1.0216, 2.5159], [-0.3686, 1.0393, 4.0134], [-0.9534, 2.0385, 1.8032], [-2.7080, -3.3235, 2.1451], [-1.1211, -3.4797, 1.4097], [-2.3104, -2.4158, 0.6874], [-2.2349, -0.9266, 2.6816], [-0.3059, -2.9961, 3.8337], [-1.9545, -2.6953, 4.3415], [-0.7117, -1.4824, 4.6340], [2.1538, -0.6801, 1.2949], [1.6062, -1.8430, 4.0758], [2.2049, -0.2216, 3.7210], [3.1778, -1.6243, 3.3229], [1.1499, -3.4608, 2.0352], [2.6980, -3.0350, 1.3210], [1.2257, -2.8368, 0.3883], [0.9756, 1.3229, 2.3655], [-1.3918, 0.7183, 4.2123], [-0.2746, 2.0587, 4.3918], [0.3006, 0.4074, 4.5913], [-2.0129, 1.8130, 1.9466], [-0.7683, 2.0730, 0.7313], [-0.7803, 3.0309, 2.2236], [-6.8684, 2.5896, -1.0273], [-5.0986, 1.9474, -1.0222], [-4.1718, 2.4338, -1.9261], [-2.8844, 1.9220, -1.8727], [-2.4979, 0.9958, -1.0016], [-3.4109, 0.5275, -0.1496], [-4.7193, 0.9727, -0.1091], [-4.4290, 3.1796, -2.6617], [-2.1383, 2.2678, -2.5779], [-3.0857, -0.2541, 0.5272], [-5.4227, 0.5620, 0.5980], [-2.4559, -2.0899, -2.1894]],
  "forces_ev_per_a": [[-0.6, 0.5, 0.2], [0.2, 0.4, 0.3], [0.3, 0.1, 0.1], [0.0, -0.2, 0.0], [-0.5, -0.4, -0.2], [0.1, 0.0, 0.0], [0.1, 0.3, 0.1], [0.1, 0.3, 0.1], [-0.1, -0.4, 0.5], [0.1, 0.3, 0.0], [0.0, 0.0, -0.2], [0.0, 0.2, -0.1], [0.0, 0.1, 0.0], [-0.2, -0.2, -0.4], [0.1, -0.1, 0.0], [0.0, 0.0, 0.0], [0.0, 0.0, 0.0], [0.0, 0.0, 0.0], [0.0, 0.0, 0.0], [0.0, 0.0, 0.0], [0.0, 0.0, 0.0], [0.4, -0.5, -0.2], [0.0, 0.0, 0.0], [0.0, 0.0, -0.1], [0.0, 0.0, -0.1], [-0.1, 0.1, 0.1], [0.1, 0.0, 0.1], [-0.1, -0.2, -0.4], [0.1, 0.1, 0.0], [0.0, 0.0, 0.1], [0.0, -0.2, -0.1], [0.2, 0.0, 0.1], [0.0, 0.0, 0.0], [-0.1, 0.1, 0.0], [-0.1, 0.0, 0.0], [0.0, 0.0, 0.0], [0.0, 0.0, 0.0], [0.0, 0.0, 0.0], [0.0, -0.1, 0.0], [-0.1, 0.0, 0.0], [0.0, 0.0, 0.0], [-0.1, 0.0, 0.1], [0.0, 0.0, 0.0], [0.0, 0.0, 0.0], [0.1, 0.0, 0.0], [0.0, 0.0, 0.0], [0.0, 0.0, 0.0], [0.0, 0.0, 0.0], [-0.1, 0.0, 0.0], [0.0, 0.0, 0.0], [0.0, 0.0, 0.0], [0.0, 0.0, 0.0], [0.0, 0.0, 0.0], [0.1, 0.0, 0.0], [0.0, 0.0, 0.0], [0.0, 0.0, 0.0], [0.1, -0.1, 0.1], [0.0, -0.1, 0.1], [0.0, 0.1, -0.1], [0.2, -0.3, 0.0], [-0.1, 0.1, 0.0], [0.0, 0.1, -0.1], [0.0, 0.0, 0.0], [0.0, 0.0, 0.0], [0.0, 0.0, 0.0], [0.0, 0.0, 0.0], [-0.1, -0.1, 0.1]],
  "mulliken_charge": [0.825, -0.085, 0.271, -1.890, 1.207, -0.649, -0.912, 0.240, 0.982, -0.376, -0.899, -0.682, 0.344, 0.361, 0.392, 0.537, 0.497, 0.228, 0.497, 0.277, -0.244, 0.211, -0.356, -0.293, -1.446, 0.810, -1.754, 0.562, 1.381, -1.629, -1.600, 0.448, -1.851, -1.253, 0.478, 0.267, 0.166, 0.545, 0.279, 0.497, 0.311, -0.315, 0.229, 0.362, 0.493, 0.323, 0.453, 0.165, 0.441, 0.318, 0.481, 0.314, 0.311, -0.090, 0.558, -0.142, 0.038, -0.718, -0.267, 0.613, -0.328, -0.817, 0.474, 0.205, 0.359, 0.480, -0.636],
  "lumo_energy_ev": 0.062,
  "e_tot_ha": -7738.98538,
  "homo_ev": -8.7118,
  "orbital_gap_ev": 8.774
}

---

Entry 3:
{
  "formula": "C17H33F3NO5P",
  "method": "ωB97M-V/def2-TZVPD",
  "species": ["C", "C", "O", "C", "C", "C", "P", "O", "C", "C", "C", "C", "N", "O", "C", "C", "C", "C", "H", "H", "H", "H", "H", "H", "H", "H", "H", "H", "H", "H", "H", "H", "H", "H", "H", "H", "H", "H", "H", "H", "H", "H", "H", "H", "H", "C", "C", "O", "C", "O", "C", "F", "F", "F", "H", "H", "H", "H", "H", "H"],
  "positions_angstrom": [[-2.6264, 2.9156, 5.8961], [-1.5906, 2.9413, 4.7807], [-0.6591, 1.8754, 4.8498], [-1.1601, 0.5863, 4.5130], [-0.5540, 0.0216, 3.2207], [-0.9880, 0.5406, 1.8256], [-2.8264, 0.5466, 1.6897], [-3.4391, 0.0708, 0.4297], [-0.4749, -0.5089, 0.7944], [-0.0671, -0.0963, -0.6415], [1.1939, -0.8845, -1.0203], [-1.1446, -0.4138, -1.6777], [0.1998, 1.3678, -0.7078], [0.6428, 1.7945, -1.8245], [0.6263, 2.1256, 0.4871], [0.6999, 3.6008, 0.1062], [2.0066, 1.6577, 0.9703], [-0.4438, 1.9725, 1.5719], [-3.2054, 3.8428, 5.8782], [-3.3380, 2.0947, 5.7872], [-2.1329, 2.8227, 6.8655], [-2.0887, 2.9582, 3.8040], [-0.9877, 3.8494, 4.8481], [-0.8729, -0.0856, 5.3271], [-2.2540, 0.5959, 4.4974], [0.5249, 0.2033, 3.2932], [-0.6823, -1.0673, 3.2392], [-3.1838, 1.8639, 2.0512], [-3.2666, -0.1685, 2.8267], [-1.2265, -1.2974, 0.6965], [0.3961, -0.9829, 1.2577], [2.0025, -0.7614, -0.2981], [1.5393, -0.6072, -2.0134], [0.9330, -1.9455, -1.0692], [-1.9466, 0.3248, -1.6513], [-1.5772, -1.3937, -1.4746], [-0.7011, -0.4430, -2.6719], [1.6162, 3.8246, -0.4387], [0.6769, 4.2047, 1.0185], [-0.1429, 3.8709, -0.5307], [2.4019, 2.3860, 1.6852], [1.9731, 0.6820, 1.4556], [2.6885, 1.5887, 0.1209], [-0.0182, 2.3546, 2.5023], [-1.2585, 2.6567, 1.3060], [1.3907, -2.9797, -6.7177], [0.6712, -3.9913, -5.8291], [1.4895, -4.6392, -4.8837], [1.5621, -3.9961, -3.5489], [0.4952, -3.4096, -3.1196], [2.7852, -3.0222, -3.5204], [3.9063, -3.4479, -4.1547], [3.1377, -2.8517, -2.2163], [2.5404, -1.7816, -3.9915], [2.3491, -3.3859, -7.0499], [0.7796, -2.7668, -7.6003], [1.5769, -2.0402, -6.2034], [0.2730, -4.7873, -6.4697], [-0.1732, -3.5219, -5.3140], [1.9520, -4.8633, -2.9566]],
  "forces_ev_per_a": [[0.0, 0.1, 0.0], [0.0, -0.1, 0.0], [0.0, 0.0, -0.1], [0.0, 0.0, -0.1], [0.1, 0.1, 0.1], [-0.1, 0.1, -0.2], [0.0, -0.1, -0.1], [0.0, 0.1, 0.1], [0.1, -0.1, 0.1], [0.0, 0.0, 0.1], [-0.2, -0.2, 0.1], [-0.2, 0.1, -0.1], [0.4, -0.1, 0.0], [-0.1, 0.1, 0.0], [-0.1, -0.2, 0.0], [0.1, 0.1, 0.0], [0.0, 0.0, 0.0], [-0.1, 0.1, 0.0], [0.0, 0.0, 0.0], [0.1, 0.0, 0.0], [0.0, 0.0, 0.0], [0.0, 0.0, 0.0], [0.0, 0.0, 0.0], [0.0, 0.0, 0.0], [0.0, 0.0, -0.1], [0.0, -0.1, 0.0], [-0.1, 0.1, 0.0], [0.0, 0.0, 0.1], [0.0, -0.1, 0.0], [0.1, 0.0, 0.0], [0.0, 0.0, 0.0], [0.0, 0.1, 0.0], [0.0, 0.0, 0.1], [0.0, 0.1, -0.1], [0.0, -0.1, 0.0], [0.1, 0.0, -0.1], [0.0, 0.0, 0.0], [-0.1, 0.0, 0.0], [0.0, 0.0, 0.0], [0.0, 0.0, 0.1], [0.0, -0.1, 0.0], [0.0, 0.0, 0.0], [0.0, 0.1, 0.0], [0.0, 0.0, 0.0], [0.0, -0.1, 0.0], [0.0, -0.1, 0.0], [-0.2, -0.1, 0.0], [0.3, 0.3, -0.2], [-0.1, -0.1, 0.2], [0.0, 0.0, -0.1], [-0.2, 0.0, 0.1], [0.0, -0.1, 0.0], [0.3, 0.0, 0.0], [0.0, 0.0, -0.1], [0.0, 0.0, 0.0], [0.0, 0.0, 0.0], [0.0, 0.0, 0.1], [0.0, 0.0, 0.0], [0.0, 0.0, 0.0], [-0.1, 0.0, 0.0]],
  "mulliken_charge": [-1.267, 0.129, -0.417, -0.621, -1.242, 2.818, 0.443, -0.662, -3.235, 2.214, -1.857, -1.891, 0.701, -0.714, 1.857, -1.871, -2.046, -2.423, 0.425, 0.294, 0.306, 0.047, 0.363, 0.383, 0.231, 0.308, 0.490, 0.018, 0.008, 0.822, 0.455, 0.210, 0.534, 0.413, 0.481, 0.394, 0.373, 0.404, 0.371, 0.451, 0.445, 0.381, 0.449, 0.424, 0.496, -1.015, -0.223, -0.397, 0.048, -0.735, 0.836, -0.339, -0.297, -0.263, 0.230, 0.406, 0.190, 0.322, 0.228, 0.115],
  "s_squared": 0.75,
  "lumo_energy_ev": [2.145, 2.145],
  "e_tot_ha": -1739.43447,
  "homo_ev": [-3.9016, -3.9015],
  "multiplicity": 2,
  "orbital_gap_ev": [6.047, 6.046],
  "total_charge": -1
}